The following is a DFT calculation (the ωB97M-V functional and the def2-TZVPD basis) of a molecular structure, C40H55IrN4O8Si3.

```
111
Properties=species:S:1:pos:R:3:mulliken_spin:R:1
Ir 0.83404 -0.35386 1.17576 0.72
O 4.65359 -2.73229 2.39478 0.00
C 3.40378 -2.31130 2.30722 0.01
O 3.09849 -1.14384 2.31354 0.03
C 2.38878 -3.42792 2.17909 0.01
O 1.11651 -2.85092 2.04063 0.02
C 0.12311 -3.29390 2.94443 0.00
C -1.02787 -2.22498 3.07879 -0.01
O -1.98398 -2.55390 3.74557 0.00
O -0.83761 -1.12907 2.49684 -0.01
H 5.27919 -1.99025 2.45722 0.00
H 2.45791 -4.07987 3.05791 0.00
H 2.62702 -4.02522 1.28688 0.00
H 0.52334 -3.45065 3.95223 0.00
H -0.34070 -4.22342 2.59254 0.00
C -2.51364 -4.90689 -4.84040 0.00
O -2.37689 -3.80982 -3.96382 0.00
C -2.71805 -2.56721 -4.42440 0.00
C -3.13007 -2.28705 -5.71569 0.00
C -3.44806 -0.98786 -6.08231 0.00
C -3.33449 0.04300 -5.16877 0.00
C -2.91706 -0.21847 -3.87414 0.00
C -2.62080 -1.51825 -3.47965 0.00
N -2.19999 -1.86834 -2.19980 0.00
C -1.87572 -1.00819 -1.14171 -0.01
N -2.93371 -0.25325 -0.79863 0.00
C -3.22873 0.70987 0.13831 0.00
C -2.16011 1.42927 0.87424 0.02
C -2.71202 2.42122 1.83222 0.00
C -4.03277 2.65216 1.98526 0.00
C -4.99548 1.96265 1.22040 0.00
C -4.57958 1.03509 0.27196 0.00
O -5.42559 0.37071 -0.58101 0.00
C -6.77123 0.79269 -0.63886 0.00
N -0.68671 -1.08454 -0.58829 0.08
C 0.15743 -2.01616 -1.24586 0.04
C 0.32441 -3.29862 -0.73839 -0.04
C 1.05391 -4.24923 -1.43136 -0.01
C 1.59134 -3.93028 -2.66400 0.01
C 1.41233 -2.66769 -3.21010 -0.01
C 0.69854 -1.69994 -2.51376 0.01
O 0.42407 -0.44756 -2.97447 0.00
C 0.72730 -0.17265 -4.32220 0.00
H -2.29521 -5.78937 -4.24232 0.00
H -1.80545 -4.84573 -5.67295 0.00
H -3.53046 -4.98407 -5.23541 0.00
H -3.20402 -3.07584 -6.44570 0.00
H -3.77558 -0.79200 -7.08974 0.00
H -3.56492 1.05508 -5.46237 0.00
H -2.80198 0.59631 -3.17628 0.00
H -1.76965 -2.78531 -2.17099 0.00
H -3.77849 -0.52203 -1.29829 0.00
H -1.98338 2.99383 2.37243 0.00
H -4.38475 3.39301 2.68870 0.00
H -6.03958 2.15964 1.38393 0.00
H -7.19567 0.30229 -1.51361 0.00
H -6.83686 1.87706 -0.77086 0.00
H -7.33012 0.49224 0.25350 0.00
H -0.16747 -3.54566 0.18606 0.01
H 1.16060 -5.24792 -1.03852 0.00
H 2.13840 -4.66767 -3.22734 0.00
H 1.81384 -2.45436 -4.18919 0.00
H 0.29899 0.80418 -4.53381 0.00
H 0.27774 -0.91617 -4.98822 0.00
H 1.80848 -0.13944 -4.48498 0.00
C 1.55002 0.40892 4.76494 0.02
Si 0.61348 1.80792 3.85280 0.03
C 1.17453 3.49960 4.57002 0.00
C -1.19042 1.55272 4.42540 0.00
C 1.20969 1.77624 2.00233 0.03
Si 0.37818 2.82629 0.60959 0.04
C 1.42105 2.92044 -1.00428 0.00
C 0.04041 4.60895 1.22647 -0.01
C -1.24644 2.14496 -0.13768 0.00
Si 3.09009 2.12116 1.91576 -0.02
C 4.36384 1.56525 3.23425 0.00
C 3.55613 3.96905 1.72103 0.00
C 3.66503 1.10337 0.39619 0.01
C 4.92637 1.30311 -0.15614 0.00
C 5.39246 0.47218 -1.15905 0.00
C 4.57799 -0.57208 -1.56656 0.00
C 3.34074 -0.71401 -0.96512 0.00
N 2.88594 0.10473 -0.02539 0.03
H 1.04676 0.15841 5.69253 0.00
H 2.57170 0.67332 5.00115 0.00
H 1.56595 -0.48219 4.14863 -0.01
H 0.90243 3.57425 5.61812 0.00
H 0.71771 4.33776 4.05650 0.00
H 2.24919 3.62003 4.50147 0.00
H -1.16770 1.22316 5.45994 0.00
H -1.69178 0.77820 3.85858 0.00
H -1.80426 2.44424 4.39883 0.00
H 2.45650 3.19412 -0.84470 0.00
H 0.98842 3.65579 -1.67721 0.00
H 1.40943 1.96476 -1.52140 0.00
H 0.93646 5.10099 1.58390 0.00
H -0.68954 4.63322 2.02752 0.00
H -0.36025 5.20670 0.41413 0.00
H -1.53253 0.69291 1.40212 0.01
H -0.98420 1.44529 -0.92688 -0.01
H -1.81470 2.94883 -0.60502 0.00
H 4.26042 2.12724 4.15539 0.00
H 5.37148 1.74384 2.86491 0.00
H 4.27848 0.51295 3.46748 0.00
H 3.21558 4.52266 2.58887 0.00
H 3.13153 4.44400 0.84645 0.00
H 4.63269 4.09962 1.67435 0.00
H 5.53281 2.12009 0.20298 0.00
H 6.36830 0.61714 -1.59807 0.00
H 4.88203 -1.26914 -2.33134 0.00
H 2.69930 -1.52835 -1.25600 0.00
```

Calculated values
Maximum force (eV Å⁻¹): 3.72
Highest occupied orbital energy (alpha / beta) (eV): -9.86 / -9.83
Charge: +1
E (Ha): -3350.75505
Energy above the lowest of the compared OMol25 structures with the same formula, charge and spin (kcal per mole): 55.4
Frontier orbital gap (alpha / beta) (eV): 5.432 / 5.405
Multiplicity: 2